C46H83NO20 | wB97M-V/def2-TZVPD

```
150
Properties=species:S:1:pos:R:3:forces:R:3:mulliken_charge:R:1
O -2.245 -8.526 2.186 -0.541 -0.003 0.914 -0.32
O -2.649 -9.303 4.200 -0.057 0.809 -0.847 -0.28
O 1.791 -9.057 4.390 0.327 1.712 -0.421 -0.55
O -0.896 3.509 -4.227 4.798 -4.100 5.149 -0.66
O -2.639 5.247 -11.646 0.878 0.383 0.474 -0.32
O 7.781 -2.910 0.321 -0.231 -0.659 -0.836 -0.24
O -3.594 4.899 -0.895 1.877 1.441 0.697 -0.38
O 4.303 5.061 -7.119 -0.921 -0.242 0.159 -0.33
O 1.977 4.190 2.581 -1.178 0.903 -1.355 -0.64
O -0.269 -0.920 -0.014 1.928 1.123 1.290 -0.49
O -3.209 -7.125 3.730 0.570 -1.569 -0.487 -0.50
O -1.893 6.512 -9.880 0.292 -0.981 -1.426 -0.54
O 2.871 3.355 -6.556 0.361 1.630 -0.443 -0.55
O -0.476 5.540 -11.405 -1.075 0.115 0.253 -0.31
O 1.076 -6.913 3.976 0.974 -0.641 0.057 -0.29
O -3.306 5.877 2.637 1.536 -4.032 -0.025 -0.44
O 6.543 -3.763 -1.280 0.851 0.123 0.592 -0.19
O 3.223 -7.351 3.827 -0.995 -0.228 0.164 -0.31
O 2.155 5.498 -6.970 1.113 -0.649 -0.057 -0.34
O 8.664 -4.590 -0.973 -1.347 1.111 0.435 -0.55
N 1.070 1.938 -3.549 -4.354 -0.753 -2.737 -0.15
C 0.924 0.655 -2.735 -0.223 -0.384 1.737 -0.08
C -4.436 3.569 3.374 3.785 -1.083 1.422 -0.53
C 3.088 4.520 -6.851 -0.293 -0.362 0.143 0.80
C 7.755 -3.832 -0.674 0.399 -0.297 -0.092 0.68
C 2.251 -1.673 -2.288 0.891 0.552 -0.898 -0.98
C -2.284 -7.461 1.239 -0.027 0.380 -0.420 -0.58
C 0.337 -1.630 1.123 0.104 -1.409 0.912 -0.31
C -1.641 4.043 3.894 -3.519 -2.734 0.162 -0.34
C -0.265 2.812 -1.665 -0.191 -0.584 -2.007 0.97
C 0.819 5.070 -6.715 -0.617 -0.137 0.246 -0.27
C -1.642 -0.839 4.307 0.899 0.277 -0.162 -1.13
C 5.388 4.140 -7.032 0.391 -0.292 0.026 -0.62
C -1.690 5.835 -10.876 -0.044 0.249 0.371 0.78
C 3.270 0.688 -1.263 1.261 0.015 0.311 0.50
C -2.599 0.023 5.316 1.097 0.525 0.644 1.98
C 0.935 4.347 0.302 1.003 0.144 -0.304 -0.63
C -1.657 0.335 6.665 0.138 0.197 -0.201 -1.36
C -0.157 2.846 -3.334 -1.352 1.217 -1.165 -0.17
C -3.547 6.046 0.027 -0.593 0.517 0.009 -0.63
C 2.387 -0.015 -2.450 0.088 -0.416 -0.598 0.03
C 6.371 -4.683 -2.356 -0.087 -0.337 -0.412 -0.66
C 1.671 3.351 1.377 -1.014 1.179 0.644 0.66
C -3.145 -9.114 5.524 -0.204 0.005 0.520 -0.63
C 2.008 -7.892 4.094 -0.129 -0.469 0.118 0.67
C 0.626 6.098 -10.692 0.442 0.198 0.261 -0.29
C -4.945 -1.241 3.347 -1.114 0.350 0.224 -1.29
C -2.612 5.726 1.338 0.863 0.240 -1.390 0.53
C -3.976 5.473 -11.206 -0.505 0.065 0.147 -0.61
C -0.261 -7.342 4.231 -0.273 0.036 0.081 -0.65
C -2.869 1.499 4.637 -0.210 3.692 -1.556 -0.01
C -0.029 1.167 -1.508 -1.745 -0.575 0.314 -0.56
C -6.144 -2.112 5.522 0.874 0.353 1.135 -1.26
C -3.926 -0.741 5.873 0.284 -0.074 0.139 -1.43
C 0.956 3.826 -1.255 -0.260 1.105 0.155 -0.84
C -3.902 -3.307 4.837 0.254 0.874 -1.438 -1.18
C -2.748 -8.208 3.405 -0.669 0.185 0.077 0.65
C -3.108 4.541 3.286 -0.856 -2.896 1.770 0.03
C 4.308 -8.272 3.914 0.416 -0.316 0.025 -0.62
C 9.006 -2.869 1.051 0.453 0.040 0.296 -0.63
C -4.297 2.061 4.066 3.173 2.341 -0.251 -0.21
C -2.270 4.719 -1.579 -0.625 -0.259 -0.645 -0.39
C 0.112 0.527 -0.009 -1.048 1.070 0.522 0.04
C -4.638 -1.805 4.858 -1.825 -0.753 0.420 1.78
C 3.856 -0.360 -0.130 0.473 0.715 -0.339 -0.80
C -1.814 3.174 -1.271 -0.131 -0.205 -0.480 -0.54
C -1.551 2.521 4.545 -2.822 2.012 -1.565 -0.31
H 6.310 4.680 -7.264 -0.361 0.140 0.010 0.23
H -4.214 6.542 -11.226 0.103 -0.187 0.166 0.28
H -5.269 1.414 4.133 2.190 1.354 -0.123 0.19
H -2.251 4.596 1.223 -0.678 2.642 0.169 -0.25
H 5.230 -7.732 3.681 -0.364 0.141 0.010 0.21
H -3.287 -3.504 5.819 -1.294 0.303 -1.992 0.21
H -3.016 -10.052 6.071 0.108 0.089 -0.377 0.22
H -1.688 6.479 1.321 -1.849 -1.689 0.173 0.19
H 3.018 0.124 -3.455 -1.533 -0.196 2.078 0.36
H -4.651 4.958 -11.894 0.393 0.015 -0.012 0.22
H 0.158 5.933 -6.838 0.363 -0.017 -0.062 0.26
H 3.369 -2.079 -2.372 -2.524 0.676 0.479 0.14
H -5.966 -2.995 6.293 -0.789 1.665 -1.704 0.32
H -6.489 -1.185 6.191 0.562 -1.904 -1.668 0.29
H 4.233 1.183 -1.766 -2.147 -0.988 1.067 0.35
H -0.563 -8.112 3.514 0.536 0.114 0.381 0.36
H -1.857 -7.827 0.301 -0.041 -0.191 0.344 0.23
H 1.736 -1.995 -1.288 0.989 0.581 -2.107 0.08
H -0.921 -6.479 4.108 0.458 -0.008 0.013 0.39
H -0.140 4.611 0.684 1.941 -0.729 -0.795 0.01
H 8.914 -2.098 1.821 -0.269 -0.110 -0.267 0.21
H 0.720 4.705 -5.687 0.007 -0.105 -0.314 -0.02
H 7.099 -4.488 -3.150 -0.027 -0.144 0.228 0.32
H 4.189 -9.079 3.184 -0.067 0.060 0.257 0.29
H -4.659 6.313 0.359 2.419 -0.821 -0.653 0.30
H -0.511 0.464 6.357 -2.610 -0.031 0.693 0.26
H 1.543 5.375 0.312 -1.145 -2.222 0.021 0.32
H -3.192 -3.275 3.883 -1.168 -0.351 2.217 0.14
H -3.316 -7.151 1.049 0.212 0.054 0.174 0.29
H -0.650 -0.193 4.154 -2.127 -1.405 0.322 0.25
H -2.576 -8.334 6.041 -0.222 -0.029 -0.143 0.27
H 1.701 -2.115 -3.251 0.949 1.029 2.273 0.44
H -1.306 -1.871 4.775 -0.841 2.104 -0.847 0.20
H 0.904 2.536 1.758 1.743 1.422 -1.005 -0.18
H 0.573 7.191 -10.692 -0.080 -0.214 0.151 0.29
H 0.808 1.561 -4.507 1.370 1.102 0.765 0.39
H 1.546 5.798 -11.203 -0.366 -0.089 -0.088 0.23
H -3.602 -1.360 6.839 -0.685 1.296 -2.094 0.28
H 1.261 -2.321 0.815 -1.874 1.633 0.362 0.22
H 2.037 3.418 -1.555 -2.593 0.631 0.750 0.34
H 2.699 2.914 1.028 -2.125 0.761 0.466 0.05
H 4.550 0.267 0.605 -1.516 -1.410 -1.504 0.40
H -2.506 4.918 -2.731 0.821 -0.786 2.487 0.18
H -4.127 5.061 -10.203 0.078 0.230 -0.123 0.29
H 1.125 0.739 0.537 -1.731 -0.734 -1.328 0.11
H -2.090 1.308 7.164 1.113 -1.916 -0.856 0.32
H 4.540 -1.164 -0.668 -1.570 1.554 1.374 0.17
H -5.200 -2.127 2.588 0.863 1.893 1.696 0.30
H 9.193 -3.828 1.545 0.047 0.129 -0.236 0.29
H -0.698 4.758 3.861 -2.239 -1.740 0.080 0.35
H 1.505 5.089 2.480 1.091 -2.253 0.047 0.36
H 0.814 4.802 -1.928 0.223 -2.071 1.398 0.50
H -1.480 5.524 -1.265 -1.477 -1.574 -0.248 0.27
H -5.478 3.947 2.936 2.662 -0.917 1.114 0.28
H -4.212 -8.869 5.506 0.246 0.126 -0.012 0.29
H -3.146 6.965 -0.593 -0.633 -1.613 1.425 0.27
H -4.157 -0.486 2.926 -1.358 -1.725 0.704 0.18
H 0.271 -0.209 -3.214 1.455 1.981 0.332 0.27
H 9.838 -2.601 0.393 -0.135 -0.219 0.089 0.29
H 0.659 5.711 -9.668 -0.086 0.214 -0.141 -0.01
H 6.454 -5.715 -1.998 0.152 0.201 -0.097 0.30
H -1.106 0.772 -1.840 2.190 0.741 0.802 0.39
H -0.359 -7.707 5.258 0.074 -0.086 -0.210 0.28
H -0.455 -2.388 1.591 1.508 1.787 -1.124 0.11
H 5.368 -4.540 -2.766 0.158 0.188 0.295 0.18
H 2.736 1.550 -0.681 0.710 -1.673 -1.377 -0.90
H -2.070 -1.022 3.235 0.584 0.321 2.145 0.14
H 5.269 3.332 -7.761 -0.065 0.056 0.254 0.29
H 5.472 3.737 -6.017 -0.124 -0.056 -0.232 0.28
H -1.679 -0.535 7.446 -0.134 1.522 -1.604 0.39
H 2.989 -0.845 0.488 1.775 0.772 -1.233 0.06
H 0.517 4.300 -7.431 0.101 0.003 0.243 0.25
H -0.481 2.216 4.967 -2.707 0.632 -1.024 0.14
H -2.069 2.847 -0.163 0.624 0.976 -2.161 0.13
H -1.681 -6.615 1.584 -0.224 -0.078 0.020 0.26
H -4.689 -4.173 4.613 1.659 1.983 0.707 0.37
H -0.729 1.053 0.657 1.773 -0.870 -1.327 0.16
H 4.392 -8.675 4.929 -0.124 -0.053 -0.238 0.28
H -2.502 2.483 -1.959 1.535 1.493 1.492 0.38
H -6.954 -2.347 4.711 1.624 0.234 1.641 0.32
H 0.702 -0.938 1.995 -0.799 -1.055 -1.750 0.13
H -5.966 -0.626 3.431 2.182 -1.209 -0.250 0.28
H -4.670 0.096 6.272 1.393 -1.821 -1.046 0.31
```
Positions in Å, forces in eV/Å.

Properties
Total charge: 0
Multiplicity: 1
SMILES: CC[C@@H](C)[C@@H]1NC(=O)[C@@](CCCO)(CCOCCOc2ccc(C(C)(C)CC(C)(C)C)cc2)[C@@H]1COC.COC(=O)OC.COC(=O)OC.COC(=O)OC.COC(=O)OC.COC(=O)OC
Energy above the lowest of the compared OMol25 structures with the same formula, charge and spin: 244.11 kcal/mol
Gap between HOMO and LUMO: 8.40 eV
Electronic energy: -91466.7629 eV
E_LUMO: 0.00594 Ha